No. 1
A structure of composition C27H38BN6O2RuS3. Source: the OMol25 dataset; level of theory: the ωB97M-V functional and the def2-TZVPD basis.

Energy above the lowest of the compared OMol25 structures with the same formula, charge and spin: 0.0 kcal/mol
Total charge: +2
Kohn-Sham gap (spin up / spin down): 7.555 / 7.352 eV
2S+1: 2

Positions of all 78 atoms, in Å:
Ru  0.3016  -0.0448  0.2289
O  0.5133  -0.2471  2.3122
S  0.3827  0.4738  3.6625
C  2.0712  0.5490  4.3333
C  3.1468  0.7772  3.2770
C  3.6355  -0.4990  2.5927
C  4.5815  -0.1631  1.4415
S  3.7183  0.0620  -0.1472
O  2.3178  0.5668  0.2061
C  3.5145  -1.6339  -0.6286
C  2.4840  -2.4252  -0.1452
C  2.3811  -3.7394  -0.5712
C  3.3152  -4.2521  -1.4630
C  4.3484  -3.4543  -1.9346
C  4.4498  -2.1325  -1.5257
C  0.0862  2.1954  3.3769
C  0.7094  2.9185  2.3650
C  0.4364  4.2704  2.2430
C  -0.4444  4.8881  3.1242
C  -1.0620  4.1575  4.1281
C  -0.8034  2.7999  4.2561
H  2.2178  -0.3776  4.8904
H  2.0197  1.3697  5.0506
H  3.9976  1.2637  3.7592
H  2.7785  1.4801  2.5308
H  2.7954  -1.0835  2.2207
H  4.1570  -1.1283  3.3160
H  5.3070  -0.9501  1.2319
H  5.1283  0.7642  1.6186
H  1.7695  -2.0521  0.5831
H  1.5798  -4.3640  -0.1996
H  3.2347  -5.2784  -1.7943
H  5.0679  -3.8544  -2.6355
H  5.2365  -1.4971  -1.9146
H  1.4018  2.4446  1.6801
H  0.9185  4.8473  1.4651
H  -0.6494  5.9455  3.0252
H  -1.7506  4.6389  4.8086
H  -1.2891  2.2196  5.0312
B  -0.9432  -2.2220  -2.3552
N  -0.1573  -0.9114  -2.6550
C  0.0637  -0.4681  -3.8938
C  0.8594  0.6679  -3.8375
C  1.0936  0.8525  -2.4862
N  0.4851  -0.1209  -1.7823
N  -1.2186  -2.4094  -0.8196
C  -1.8761  -3.4778  -0.3751
C  -1.9858  -3.4186  1.0082
C  -1.3474  -2.2488  1.3525
N  -0.8751  -1.6396  0.2385
H  -0.3101  -3.1711  -2.7339
H  -2.0075  -2.1429  -2.9230
H  -0.3362  -1.0081  -4.7368
H  1.2334  1.2516  -4.6601
H  1.6692  1.6090  -1.9794
H  -2.2183  -4.2213  -1.0769
H  -2.4554  -4.1309  1.6629
H  -1.1826  -1.8160  2.3205
C  -3.8877  2.2468  -3.9313
C  -2.7145  1.2875  -3.7947
N  -1.9787  1.4667  -2.5377
C  -2.3351  0.9832  -1.3642
S  -1.3361  1.4509  0.0382
N  -3.4089  0.2360  -1.2331
C  -4.0384  -0.2302  0.0089
C  -5.3965  0.4203  0.2015
H  -4.3704  2.0997  -4.8964
H  -3.5493  3.2806  -3.8757
H  -4.6382  2.0939  -3.1541
H  -1.9915  1.4400  -4.5936
H  -3.0242  0.2414  -3.8631
H  -1.1532  2.0462  -2.5465
H  -3.9524  0.0748  -2.0714
H  -3.3660  0.0064  0.8280
H  -4.1231  -1.3144  -0.0566
H  -5.3078  1.5059  0.2486
H  -5.8416  0.0726  1.1328
H  -6.0818  0.1618  -0.6071

Forces on the atoms, in the same order (eV/Å):
Ru 0.1 -0.7 -0.5
O 0.0 0.2 0.2
S 0.0 0.0 0.1
C 0.0 0.0 -0.2
C 0.0 0.0 0.0
C 0.0 0.0 0.0
C -0.1 0.0 0.0
S 0.1 -0.2 -0.1
O 0.0 0.3 0.3
C 0.1 0.0 -0.1
C -0.1 0.0 0.1
C 0.0 0.0 0.0
C 0.0 0.0 0.0
C 0.0 0.0 0.0
C -0.1 0.0 0.0
C 0.0 0.0 -0.1
C 0.0 0.0 -0.1
C 0.0 0.0 0.0
C 0.0 0.0 0.0
C 0.0 0.0 0.0
C 0.0 0.0 0.0
H 0.0 0.0 0.0
H 0.0 0.0 0.0
H 0.0 0.0 0.0
H 0.1 -0.1 0.1
H 0.0 0.0 0.1
H 0.1 0.0 0.0
H 0.0 0.0 0.0
H 0.0 0.0 0.0
H 0.0 0.0 0.0
H 0.0 0.0 0.0
H 0.0 0.0 0.0
H 0.0 0.0 0.0
H 0.0 0.0 0.0
H -0.1 0.0 0.0
H 0.0 0.0 0.0
H 0.0 0.0 0.0
H 0.0 0.0 0.0
H 0.0 0.0 0.0
B -0.1 -0.1 -0.1
N 0.1 0.0 0.1
C 0.1 0.0 -0.1
C 0.0 -0.1 -0.1
C 0.1 -0.2 0.1
N 0.0 0.3 -0.2
N 0.0 0.1 0.0
C 0.0 0.0 0.0
C 0.0 0.0 0.0
C 0.0 0.1 0.0
N -0.2 0.0 0.2
H 0.0 0.0 0.0
H 0.0 0.0 0.0
H 0.0 0.0 0.0
H 0.0 0.0 0.0
H 0.0 0.0 0.0
H 0.0 0.0 0.0
H 0.0 0.0 0.0
H 0.0 0.1 0.0
C 0.0 0.0 0.0
C 0.0 0.0 0.0
N -0.2 0.1 0.0
C 0.2 0.1 -0.1
S -0.1 0.0 0.3
N -0.1 0.1 0.0
C 0.1 0.0 0.0
C 0.0 0.0 0.0
H 0.0 0.0 0.0
H 0.0 0.0 0.0
H 0.0 0.0 0.0
H 0.0 0.0 0.0
H 0.0 0.0 0.0
H 0.0 -0.1 0.0
H 0.0 0.0 0.0
H 0.0 0.0 0.0
H 0.0 0.0 0.0
H 0.0 0.0 0.0
H 0.0 0.0 0.0
H 0.0 0.0 0.0

No. 2
A cluster of 9 separate species, C22H58NO11 in total in a non-equilibrium geometry. Source: the OMol25 dataset; level of theory: the ωB97M-V functional and the def2-TZVPD basis.

Total charge: 0
Kohn-Sham gap (spin up / spin down): 9.247 / 9.619 eV
2S+1: 2

Positions of all 92 atoms, in Å:
C  3.1726  -1.7663  2.6634
C  1.8976  -1.6437  1.7024
C  1.2888  -0.1677  1.5597
C  2.2695  1.0021  2.1083
O  3.3519  1.2921  1.1673
C  3.3101  2.6751  0.7836
C  3.1035  3.1312  -0.7512
O  3.4681  3.6075  1.6138
C  1.0164  0.1773  0.0153
C  -0.2225  -0.5901  -0.6515
C  -0.7669  0.3382  -1.8542
C  0.3852  -1.9454  -1.3669
N  -1.2682  -1.0689  0.3077
O  -2.4143  -1.3556  -0.2663
C  -1.4198  -0.1856  1.4986
C  -2.4968  -0.9338  2.4719
C  -2.0884  1.2513  1.1737
C  -0.0911  -0.0036  2.3769
H  3.5938  -2.8302  2.5194
H  2.8655  -1.7082  3.7744
H  4.0277  -1.0545  2.4216
H  2.1666  -2.1114  0.7003
H  1.0822  -2.3210  2.1625
H  1.6082  1.9497  2.1261
H  2.6098  0.8435  3.1820
H  4.1416  3.1373  -1.2355
H  2.4271  2.4242  -1.3304
H  2.7138  4.2008  -0.8119
H  1.9498  -0.0736  -0.5959
H  0.8231  1.3058  -0.0803
H  0.0680  0.3431  -2.6544
H  -0.8851  1.4475  -1.5599
H  -1.6919  -0.0643  -2.3876
H  0.3880  -2.8162  -0.6210
H  -0.4025  -2.2266  -2.1775
H  1.3937  -1.7600  -1.8624
H  -2.1821  -0.7629  3.5524
H  -3.5634  -0.5936  2.2767
H  -2.3821  -2.0644  2.2791
H  -3.1445  1.0333  0.8104
H  -1.4672  1.9020  0.4771
H  -2.1688  1.8351  2.1665
H  -0.1796  1.0113  2.9161
H  -0.0726  -0.8052  3.2075
C  -5.5067  2.0694  3.5770
O  -5.2673  1.4481  2.3225
H  -4.5693  2.1119  4.1329
H  -5.8809  3.0845  3.4208
H  -6.2371  1.4864  4.1441
H  -6.1106  1.4226  1.8515
C  -3.6619  -2.0564  -4.6612
O  -2.5989  -2.4941  -3.8282
H  -3.4760  -2.4006  -5.6787
H  -4.6066  -2.4752  -4.3048
H  -3.7123  -0.9643  -4.6525
H  -2.7861  -2.1773  -2.9334
C  4.3613  -1.8507  -2.4284
O  3.7108  -1.0219  -3.3816
H  3.7712  -1.8650  -1.5114
H  4.4437  -2.8668  -2.8219
H  5.3550  -1.4510  -2.2131
H  4.2533  -1.0274  -4.1814
C  2.1234  6.9120  2.9468
O  3.5275  6.8681  3.1386
H  1.7373  7.8348  3.3808
H  1.8977  6.8928  1.8773
H  1.6579  6.0561  3.4428
H  3.8422  6.0428  2.7457
C  -0.9382  3.1109  4.8902
O  -1.7401  1.9831  5.2104
H  -1.1232  3.3931  3.8532
H  -1.1988  3.9472  5.5436
H  0.1180  2.8567  5.0130
H  -1.5565  1.7558  6.1302
C  1.1261  -2.5491  -5.2016
O  1.8607  -1.3813  -5.5334
H  0.8049  -3.0385  -6.1218
H  1.7621  -3.2327  -4.6318
H  0.2489  -2.2741  -4.6108
H  2.1320  -0.9704  -4.7001
C  -6.7110  -1.8690  2.1344
O  -7.3632  -1.0327  1.1880
H  -7.2939  -1.8809  3.0556
H  -6.6389  -2.8852  1.7388
H  -5.7126  -1.4774  2.3431
H  -6.8276  -1.0402  0.3849
C  4.0811  -4.3760  -6.4611
O  5.4900  -4.4037  -6.2770
H  3.6872  -3.4582  -6.0239
H  3.8484  -4.3963  -7.5287
H  3.6281  -5.2371  -5.9625
H  5.8134  -5.2229  -6.6711

Forces on the atoms, in the same order (eV/Å):
C -0.1 -1.1 0.1
C 0.0 -0.4 0.7
C 0.2 0.9 -0.5
C -2.0 0.6 0.1
O -0.7 2.2 -0.6
C 0.6 2.9 1.4
C 0.6 -0.9 0.2
O -0.7 -3.7 -2.4
C -0.3 0.1 0.5
C 2.0 -1.0 -2.0
C 0.8 0.2 -0.4
C -1.9 0.1 -0.2
N -0.9 2.4 -1.1
O 1.6 -0.2 0.7
C -1.5 0.4 2.7
C 0.9 -0.5 -0.3
C 0.2 -0.4 0.5
C 0.4 -0.7 0.1
H -0.6 1.6 0.3
H 0.6 0.2 -1.7
H -1.3 -0.7 0.3
H -0.4 0.9 1.2
H 1.2 1.0 -0.9
H 1.0 -1.5 0.2
H 0.0 0.0 -1.5
H -1.4 -0.2 0.6
H 1.0 0.9 0.8
H 0.5 -1.6 0.5
H -1.3 0.5 0.8
H 0.3 -1.5 0.2
H -1.2 -0.1 1.2
H -0.1 -1.9 -0.3
H 1.2 0.5 1.0
H 0.3 1.3 -1.1
H 1.5 0.3 1.2
H -1.4 -0.2 0.7
H -0.7 0.1 -1.4
H 1.5 -0.5 0.3
H -0.4 1.7 0.3
H 1.5 0.6 0.2
H -0.9 -1.0 0.7
H 0.0 -1.1 -1.5
H 0.2 -1.5 -0.9
H -0.1 1.2 -1.3
C -0.1 0.0 -0.1
O 0.0 0.0 -0.2
H 0.0 -0.1 -0.1
H 0.0 0.0 0.2
H 0.0 0.1 0.2
H 0.2 -0.2 0.1
C 0.0 0.1 0.3
O 0.1 0.0 0.2
H 0.1 0.0 0.1
H -0.1 0.1 -0.2
H -0.2 0.0 -0.2
H 0.1 -0.1 -0.1
C 0.2 -0.1 -0.2
O 0.0 0.2 -0.1
H 0.0 0.1 -0.1
H 0.1 -0.1 0.2
H 0.0 -0.2 0.2
H -0.2 0.0 0.1
C 0.2 -0.2 -0.1
O 0.2 0.0 0.0
H 0.1 -0.1 0.0
H -0.3 0.0 0.0
H -0.2 0.1 -0.1
H 0.0 0.1 0.1
C 0.0 -0.1 0.3
O -0.1 -0.2 0.0
H -0.1 -0.1 0.1
H 0.1 0.1 -0.1
H 0.1 0.2 -0.1
H -0.1 0.0 -0.2
C 0.1 0.3 0.3
O 0.1 0.2 -0.2
H 0.1 0.1 0.0
H -0.2 -0.2 0.1
H -0.1 -0.3 0.0
H 0.0 -0.2 -0.1
C 0.2 0.0 -0.2
O -0.1 0.2 -0.2
H 0.0 0.1 -0.1
H 0.1 -0.1 0.2
H 0.0 -0.2 0.2
H -0.1 0.0 0.2
C 0.1 -0.2 -0.1
O 0.2 0.0 0.0
H 0.1 0.0 -0.1
H -0.2 0.0 0.1
H -0.2 0.1 -0.1
H 0.0 0.2 0.1

No. 3
A structure of composition C21H50AsF6O21S4 in a non-equilibrium geometry. Source: the OMol25 dataset; level of theory: the ωB97M-V functional and the def2-TZVPD basis.

Total charge: -1
Kohn-Sham gap: 10.789 eV

Positions of all 103 atoms, in Å:
As  -0.0918  1.0539  -0.8459
F  1.0305  1.9455  -1.7985
F  0.1324  2.0214  0.5652
F  -1.2657  0.1034  0.0781
F  -0.1690  0.0240  -2.2383
F  1.2021  -0.0588  -0.1448
F  -1.5026  2.0001  -1.2955
C  -8.0493  4.1505  2.7021
O  -7.0356  3.7248  1.7020
C  -5.7730  4.1317  1.8853
O  -5.3400  4.9523  2.7177
O  -5.1426  3.5322  0.8706
C  -3.6942  3.8884  0.9749
H  -8.5057  3.2465  3.0234
H  -8.8255  4.7384  2.2163
H  -7.6576  4.6367  3.5509
H  -3.5366  4.8574  0.5868
H  -3.2474  3.1065  0.3440
H  -3.4789  3.7698  1.9990
C  -3.5817  -1.1297  6.9344
O  -2.9507  -0.2174  6.0346
C  -1.9268  -0.6825  5.3199
O  -1.6186  -1.8117  5.1626
O  -1.3453  0.3872  4.8133
C  -0.2939  0.2302  3.8680
H  -4.5062  -1.6196  6.6395
H  -3.9357  -0.4757  7.7322
H  -2.9352  -1.8746  7.3801
H  0.0957  1.2428  3.6049
H  -0.6027  -0.2785  2.9310
H  0.5897  -0.2858  4.3348
C  -4.6174  -0.5047  3.0869
O  -5.6345  0.3158  3.7796
C  -5.3551  1.4978  4.1977
O  -6.1481  2.2428  4.7195
O  -3.9975  1.7363  4.1033
C  -3.4713  2.7845  4.9529
H  -3.8221  -0.7207  3.8122
H  -4.3084  -0.0019  2.2251
H  -5.1198  -1.4439  2.9659
H  -3.7881  2.6259  5.9906
H  -3.6658  3.7785  4.5042
H  -2.4206  2.5847  4.9430
O  3.2959  -5.6295  -2.5433
S  2.6010  -5.3095  -1.3585
O  2.1091  -6.3478  -0.4971
O  3.6572  -4.4079  -0.5690
C  3.3814  -3.7975  0.6881
C  4.7276  -3.4513  1.3270
C  1.3050  -4.1142  -1.6490
H  2.8427  -4.4527  1.2957
H  2.7297  -2.9161  0.6187
H  4.4287  -2.8537  2.1374
H  5.3443  -2.9348  0.5921
H  5.2296  -4.3269  1.7153
H  0.4751  -4.7033  -2.0883
H  1.6886  -3.4257  -2.3911
H  0.9891  -3.7382  -0.6877
O  5.5669  3.3597  -1.3470
S  5.1373  2.0431  -0.8940
O  6.0459  1.0121  -0.6398
O  4.1928  2.3609  0.3226
C  3.6567  1.2762  1.1097
C  4.5866  0.8653  2.2647
C  3.9409  1.4851  -1.9959
H  3.4783  0.4133  0.5118
H  2.6864  1.5755  1.4207
H  4.0202  0.1931  2.9303
H  4.6574  1.7196  2.9752
H  5.5603  0.5250  1.9575
H  3.6001  0.4885  -1.6903
H  4.4568  1.3854  -2.9838
H  3.1263  2.1751  -2.1276
O  3.9421  -0.1565  -7.9183
S  4.7868  -0.1460  -6.7545
O  5.0822  -1.4044  -6.1090
O  6.2096  0.5473  -7.0073
C  7.1320  -0.1350  -7.8802
C  8.0988  -1.0757  -7.2231
C  4.1103  0.8538  -5.4855
H  7.7188  0.6680  -8.3413
H  6.5574  -0.6736  -8.6214
H  7.5852  -1.9279  -6.8738
H  8.6466  -0.5796  -6.4566
H  8.9319  -1.3030  -8.0189
H  3.8542  1.8519  -5.8514
H  4.7772  1.0031  -4.6836
H  3.2620  0.2491  -5.1362
O  -4.9920  -1.1226  -0.8389
S  -4.5100  -2.3629  -1.2960
O  -5.3212  -3.4590  -1.7499
O  -3.6132  -1.9703  -2.5685
C  -2.9367  -0.6662  -2.5382
C  -3.7778  0.4332  -3.1074
C  -3.1768  -2.9210  -0.2082
H  -2.1159  -0.8169  -3.2413
H  -2.5739  -0.4319  -1.6113
H  -4.7267  0.6042  -2.5331
H  -3.9906  0.0895  -4.1619
H  -3.2177  1.4082  -3.1150
H  -3.7347  -3.1936  0.7363
H  -2.3334  -2.1750  -0.1301
H  -2.8822  -3.8604  -0.6092

Forces on the atoms, in the same order (eV/Å):
As -0.2 -1.5 1.3
F 0.0 0.6 0.5
F 0.3 0.4 -0.2
F 0.5 -0.3 -0.3
F -0.4 -0.3 0.3
F -0.9 1.0 -0.9
F 1.0 0.0 -0.4
C 0.3 -0.8 -1.7
O -1.2 1.0 2.0
C -0.7 1.4 0.3
O -1.0 -2.3 -2.0
O 2.1 1.4 1.2
C -1.5 -2.5 -1.6
H -0.3 -0.8 0.3
H 0.3 0.2 -0.2
H 0.9 0.7 0.7
H 0.2 1.0 -0.2
H 0.3 0.5 0.3
H 0.9 0.1 1.0
C -0.6 0.7 1.4
O -0.6 -0.7 0.5
C -0.3 1.4 -0.1
O 0.5 -1.8 -0.2
O 0.4 0.8 -0.5
C 1.7 0.0 -0.4
H 0.2 0.0 -1.1
H 0.2 0.0 0.2
H 0.5 0.0 -0.3
H -0.8 -0.7 0.2
H 0.0 0.2 0.7
H -1.0 0.1 -0.4
C -0.8 -0.1 2.9
O -0.5 -2.0 -1.4
C 1.9 1.7 1.4
O 0.2 -0.2 -0.4
O -1.1 0.4 0.2
C -0.3 -0.1 -0.6
H 0.0 0.4 -0.6
H 0.6 0.4 -1.4
H -0.4 -0.3 -0.7
H -0.4 0.4 -0.4
H -0.2 -0.5 0.6
H 0.7 0.0 -0.1
O 0.2 -0.3 -1.1
S -0.2 0.7 1.4
O 0.0 0.3 -0.1
O -0.1 0.0 -0.6
C 0.9 0.7 -0.2
C -0.9 -0.7 -1.2
C -0.2 -1.7 -0.7
H -0.8 -1.5 1.1
H 0.4 0.1 -0.6
H 0.3 1.2 1.2
H 0.1 0.2 0.3
H 0.1 -0.3 -0.1
H 0.4 0.4 0.2
H -0.1 0.5 0.3
H 0.0 0.5 0.0
O 0.0 -1.7 0.7
S -1.7 4.1 -1.2
O 1.7 -1.7 0.8
O 0.3 0.1 0.8
C 1.4 -0.7 0.6
C -1.7 1.6 1.2
C 0.4 -1.2 -2.0
H 0.0 -0.6 -0.8
H -0.7 0.6 0.5
H 0.4 -0.5 -0.6
H 0.5 -0.1 -0.7
H 0.2 -0.3 -0.1
H -0.1 0.3 -0.1
H -0.4 0.0 1.1
H -0.1 0.2 0.3
O 0.7 0.4 0.3
S 0.6 -1.6 0.8
O -0.2 0.2 -0.6
O -0.8 0.4 0.3
C 0.4 0.4 -0.7
C 1.6 0.5 -1.9
C -0.8 0.6 -0.9
H -0.5 -0.1 -0.1
H -0.1 0.1 -0.4
H -0.2 -1.2 0.5
H 0.2 0.3 0.9
H -1.8 0.0 1.3
H -0.4 -0.3 -0.1
H 1.1 -0.3 0.6
H 0.0 0.5 -0.2
O -1.6 1.0 1.5
S 2.8 -0.5 -2.2
O 0.2 0.6 0.9
O -0.3 -0.2 0.2
C -0.5 -0.7 -2.7
C -1.0 0.6 -0.8
C -1.5 0.3 1.0
H 0.1 -0.1 0.4
H 0.8 0.2 2.4
H 0.9 -0.3 -0.6
H -0.2 0.8 1.0
H -0.4 -1.1 -0.1
H 1.0 0.7 -0.6
H -1.2 -0.7 0.1
H 0.6 -0.7 -0.5

No. 4
A structure of composition C4H3MgNaO in a non-equilibrium geometry. Source: the OMol25 dataset; level of theory: the ωB97M-V functional and the def2-TZVPD basis.

Energy above the lowest of the compared OMol25 structures with the same formula, charge and spin: 90.5 kcal/mol
Total charge: +1
Kohn-Sham gap (spin up / spin down): 5.064 / 4.734 eV
2S+1: 2

Positions of all 10 atoms, in Å:
O  1.2157  -0.5196  0.3804
C  2.4804  -0.9904  0.3548
Na  -0.3398  -1.8976  -0.4408
Mg  0.6834  1.0691  1.3452
H  2.8153  -1.4488  1.2911
H  2.9022  -1.0984  -0.6490
C  -3.1783  1.3179  0.3859
C  -2.8627  0.6049  -0.6302
C  -2.7561  -0.7331  -0.5598
H  -3.6648  0.2638  1.0775

Forces on the atoms, in the same order (eV/Å):
O -1.0 0.5 0.2
C -0.1 -0.3 0.0
Na 0.1 -0.1 -0.1
Mg 0.2 -0.1 -0.1
H 0.4 0.1 -0.6
H 0.3 -0.1 0.6
C -1.5 -2.1 4.0
C 0.1 -4.9 -1.8
C 1.2 3.0 -1.5
H 0.3 4.1 -0.7